1.
DFT (the ωB97M-V functional and the def2-TZVPD basis) results for a molecular structure, Cl4HNO2P2.

Geometry as XYZ:
```
10
Properties=species:S:1:pos:R:3:forces:R:3:mulliken_charge:R:1
N -0.026820 0.627012 -0.502294 -2.0036 -0.0814 1.0811 -0.3548
O 1.014841 -1.665539 -0.031223 0.6791 -0.9721 -0.1605 -0.5496
O -0.989130 0.096911 1.894608 -0.1292 0.5247 1.4703 -0.5179
P 1.300074 -0.251433 -0.119470 1.0122 -0.2466 -1.5722 0.8894
P -1.320591 0.040493 0.499201 1.0069 1.0642 -1.6762 0.8855
Cl 2.611688 0.380066 -1.488090 0.1677 -0.0722 -0.4977 -0.2231
Cl 2.130627 0.371004 1.501864 0.4522 0.8790 1.4239 -0.1332
Cl -1.656953 -1.795885 -0.032963 -1.4436 -0.7366 -0.5935 -0.1095
Cl -2.675950 1.266315 -0.311282 -0.7405 -0.1695 0.2693 -0.2086
H -0.387785 0.931059 -1.410354 0.9989 -0.1895 0.2556 0.3218
```
Forces are in eV/Å.

Output
**ΔE to the lowest compared entry with this formula, charge and spin**: 0.000 eV
**F_max**: 2.28 eV Å⁻¹

***

2.
DFT (the ωB97M-V functional and the def2-TZVPD basis) results for a molecular structure, C10H4AuBrCl3O6.

Geometry as XYZ:
```
25
Properties=species:S:1:pos:R:3:forces:R:3:mulliken_spin:R:1
Au -0.912424 0.715415 -0.247951 -0.0299 0.0590 0.4627 0.1128
O 6.250631 -0.576735 -0.561701 2.0491 -1.6648 2.1871 0.0000
C 6.929474 -1.189973 0.195594 0.7832 -1.4267 1.2483 0.0000
O 7.598579 -1.861094 0.968284 -2.8670 3.0975 -3.4297 0.0000
C 2.826586 -1.141020 0.185470 0.0219 0.8444 3.2154 -0.0003
O 2.877436 -0.709212 1.293240 -0.0603 -0.8649 -2.7737 0.0001
O 2.785804 -1.652042 -0.847776 0.0109 0.1047 -0.4265 0.0007
Br -6.468739 -3.118034 0.314446 1.1911 1.1735 -0.0814 0.0419
C -4.866588 -1.968307 0.093931 1.7840 -1.9729 -0.4793 0.1582
C -3.604129 -2.643459 -0.181434 -4.0241 0.2336 0.0839 0.3094
C -2.501869 -1.735458 -0.294385 0.3407 -2.6371 0.0118 0.5241
C -2.518279 -0.356430 -0.095991 0.4121 0.2016 -0.6312 0.1291
C -3.768678 0.148055 0.140269 1.1073 5.0136 1.8298 0.3336
C -4.888892 -0.570895 0.243320 -4.3507 -2.1150 0.1060 0.2570
H -3.550003 -3.750501 -0.274952 0.0780 1.2167 0.1152 0.0342
H -1.668732 -2.348009 -0.171925 2.2459 -0.0552 -0.1138 0.0349
H -3.918060 1.173933 0.572856 0.6533 -0.7095 -0.9768 0.0305
H -5.803319 -0.004713 0.439484 0.0354 -0.6679 -0.0615 0.0269
Cl 3.598592 1.892598 -1.084713 0.0204 -1.4262 -0.9271 -0.0001
C 2.672249 3.157242 -0.359233 0.6129 1.0356 -0.4418 -0.0001
Cl 3.478181 3.384518 1.189036 -0.1882 0.6877 0.7987 0.0005
Cl 2.966302 4.592915 -1.456620 -0.4482 -0.2070 0.6732 -0.0001
C 1.125261 2.934476 -0.100004 1.1519 -0.2233 -0.0333 0.0005
O 0.867057 1.695075 -0.072281 0.2087 0.0250 -0.3577 0.0032
O 0.493554 3.931645 0.113024 -0.7387 0.2779 0.0017 0.0032
```
Forces are in eV/Å.

Output
**Multiplicity**: 3
**ΔE to the lowest compared entry with this formula, charge and spin**: 1.777 eV
**Total charge**: -1
**F_max**: 5.45 eV Å⁻¹

***

3.
DFT (the ωB97M-V functional and the def2-TZVPD basis) results for a molecular structure, C7H7NO3.

Geometry as XYZ:
```
18
Properties=species:S:1:pos:R:3:forces:R:3:mulliken_charge:R:1
C 2.468822 -0.218507 -1.526664 4.5120 1.6959 -1.9410 -1.5512
C 1.357761 -0.108244 -0.596736 -0.6220 0.8195 0.0512 1.3817
C 0.093295 -0.553550 -0.948797 -0.8739 -0.1900 1.6347 -0.7522
C -0.938340 -0.203360 -0.060131 1.6576 2.9676 0.4153 -0.1980
C -0.684966 0.879723 0.879553 0.2378 -1.0427 0.6313 -0.2290
C 0.598552 1.475353 1.272214 -2.0223 -4.5044 -3.5946 -1.0807
C 1.608756 0.737930 0.500992 0.8586 1.1057 3.0681 0.8411
H 2.172880 -0.502138 -2.590791 0.2479 0.6967 1.4571 0.3399
H 3.360804 -0.943171 -1.300559 -1.6518 1.2146 -0.0084 0.2810
H 3.080291 1.043345 -1.499807 -1.7661 -4.0703 -0.5928 0.2519
H -0.066244 -1.251321 -1.754226 -0.0088 0.0677 -0.2315 0.4162
H -1.593997 1.010557 1.473296 0.4798 0.7750 -0.0025 0.4055
H 0.598015 2.146378 2.123690 0.7340 -0.1231 -0.3428 0.3623
H 3.793995 0.119385 0.668816 -4.7948 3.3314 0.9455 0.4082
N -2.318377 -0.690176 -0.100670 1.8320 -4.4234 -3.6164 0.9572
O 2.920756 0.879419 0.991617 2.5606 -2.4824 -1.6110 -0.6324
O -2.620407 -1.635335 -0.894622 1.4497 1.9443 0.5278 -0.6155
O -3.067898 -0.350069 0.710715 -2.8305 2.2178 3.2099 -0.5859
```
Forces are in eV/Å.

Output
**ΔE to the lowest compared entry with this formula, charge and spin**: 6.955 eV
**F_max**: 6.11 eV Å⁻¹

***

4.
DFT (the ωB97M-V functional and the def2-TZVPD basis) results for a molecular structure, C34H42BrIrN7O3.

Geometry as XYZ:
```
88
Properties=species:S:1:pos:R:3:forces:R:3:mulliken_spin:R:1
Ir 1.629583 -1.174278 0.023906 0.7955 -0.4685 0.7545 2.8573
O 2.339547 -3.956653 3.156412 0.1481 0.1000 -0.0831 0.0429
C 1.928714 -3.371835 2.192067 -0.2005 0.0299 -0.0747 -0.0170
N 2.660622 -2.668162 1.235905 -0.1950 0.5286 -0.2276 0.2183
C 4.049362 -2.808985 1.194934 -0.0948 -0.0715 -0.0370 -0.0234
O 4.735757 -3.483007 1.913412 -0.1287 0.0297 0.0543 0.0457
C 4.681472 -2.040331 0.067474 0.2447 -0.0326 0.0585 0.0290
C 6.059635 -2.053996 -0.079376 -0.0127 0.0255 -0.0550 0.0053
C 6.619398 -1.343956 -1.128919 -0.0367 -0.0489 0.0882 -0.0034
C 5.780801 -0.655283 -1.995968 -0.0060 -0.0488 0.0257 0.0019
C 4.417022 -0.691933 -1.769530 0.0047 0.1221 -0.1893 0.0009
N 3.884734 -1.370820 -0.755270 -0.3094 0.0198 0.0512 0.1182
C 0.448424 -3.364582 1.900491 0.0175 -0.2579 0.2174 0.0351
C -0.400967 -4.118610 2.691670 -0.0707 0.0513 -0.0748 0.0006
C -1.749674 -4.144672 2.371310 0.0718 -0.0017 0.0325 -0.0007
C -2.193285 -3.426831 1.269296 0.0314 0.0200 -0.0148 0.0059
C -1.277508 -2.685044 0.544556 -0.1684 -0.0006 -0.0795 0.0031
N 0.015768 -2.653992 0.864680 0.1058 0.4019 -0.4272 0.1123
H 6.650352 -2.618615 0.628394 -0.0057 -0.0021 -0.0081 0.0022
H 7.692381 -1.328510 -1.265028 -0.0070 0.0020 -0.0375 -0.0002
H 6.178579 -0.102058 -2.834933 -0.0276 0.0326 0.0066 0.0011
H 3.727768 -0.157429 -2.413199 -0.0070 -0.0104 0.0344 0.0102
H 0.016220 -4.661216 3.527922 -0.0017 -0.0202 -0.0127 0.0019
H -2.443697 -4.722021 2.967423 0.0031 -0.0088 -0.0127 -0.0002
H -3.232940 -3.440059 0.973887 0.0039 0.0199 -0.0117 0.0007
H -1.581034 -2.099087 -0.314781 0.0273 -0.0049 0.0193 0.0136
C -4.674454 3.456122 2.954919 0.0860 -0.0893 0.0165 0.0406
C -4.439043 1.961674 3.263965 -0.2270 0.1560 0.0495 0.0845
C -5.723055 1.171802 2.940571 0.1333 -0.0216 0.0110 0.0354
C -4.124910 1.809082 4.752248 0.0381 -0.0111 -0.0722 0.0070
C -3.317168 1.471755 2.382943 0.0928 -0.0515 -0.0978 0.0446
C -2.102998 0.988346 2.905233 0.1001 -0.0494 0.1201 0.0321
C -1.123771 0.575532 2.060057 0.4299 -0.1827 0.0145 0.1375
Br 0.532492 0.003232 2.787241 -0.2087 0.0691 0.0589 0.0826
C -1.241979 0.583390 0.612791 -0.2972 0.1757 0.2186 0.2291
O -0.298470 0.194655 -0.120100 0.0563 -0.0806 -0.2875 0.4843
C -2.515644 1.071929 0.082536 0.0773 -0.0454 -0.0895 0.0820
C -3.460015 1.497290 0.980971 -0.0010 -0.0230 -0.0867 -0.0615
C -2.886334 1.140107 -1.405595 -0.0390 0.1141 -0.1302 0.0355
C -4.202445 0.369392 -1.618650 0.0146 -0.0044 0.0331 0.0144
C -1.865214 0.566436 -2.395547 0.0452 -0.0195 0.1719 -0.0097
C -3.100342 2.621041 -1.774821 0.0256 -0.0632 0.0306 0.0203
H -5.485322 3.826706 3.581655 -0.0045 0.0045 0.0012 0.0033
H -4.952944 3.618417 1.913413 -0.0071 0.0144 0.0025 -0.0024
H -3.778969 4.041192 3.170889 -0.0259 0.0277 -0.0074 -0.0022
H -6.525890 1.524065 3.587419 -0.0159 -0.0134 -0.0016 0.0023
H -5.578331 0.105138 3.121326 -0.0406 0.0015 0.0053 -0.0010
H -6.043352 1.308652 1.907840 -0.0101 -0.0028 -0.0007 -0.0020
H -4.971421 2.164162 5.337891 -0.0083 0.0051 -0.0049 -0.0002
H -3.255818 2.403279 5.040780 -0.0031 -0.0229 0.0386 -0.0006
H -3.952396 0.765337 5.022589 0.0056 0.0134 0.0315 -0.0005
H -1.932851 0.948939 3.971514 -0.0358 0.0272 -0.0189 -0.0006
H -4.392590 1.873194 0.583897 0.0000 -0.0087 0.0537 0.0023
H -4.112604 -0.663001 -1.273446 -0.0091 -0.0110 -0.0248 -0.0010
H -4.449221 0.354735 -2.680714 -0.0121 0.0079 0.0068 -0.0009
H -5.040029 0.828959 -1.095428 -0.0001 -0.0306 -0.0064 0.0006
H -1.651635 -0.484694 -2.196922 0.0225 -0.0263 -0.0133 0.0013
H -0.925648 1.115778 -2.374734 0.0576 -0.0040 -0.0061 0.0016
H -2.285505 0.652183 -3.399484 -0.0009 -0.0030 0.0293 -0.0007
H -3.885325 3.079615 -1.174388 0.0030 0.0139 -0.0183 0.0002
H -3.390676 2.698237 -2.823428 -0.0007 0.0153 0.0044 0.0006
H -2.182869 3.194218 -1.627214 -0.0105 0.0159 -0.0169 -0.0021
C -0.279500 -1.903312 -5.149511 -0.1503 -0.0325 -0.1277 -0.0016
N 1.045049 -1.805087 -4.528028 -0.1006 -0.0055 -0.0815 0.0204
C 2.220648 -1.888679 -5.399549 0.1789 0.0853 -0.0933 -0.0014
C 1.166819 -1.599459 -3.258943 0.0788 -0.1443 0.1303 0.0208
N 1.290973 -1.435370 -2.116282 -0.1151 0.0819 0.0698 0.0761
H -0.421077 -2.900617 -5.565556 0.0497 -0.0015 0.0333 0.0003
H -0.356135 -1.171213 -5.953315 0.0090 0.0226 0.0437 0.0006
H -1.054875 -1.709707 -4.413595 0.0315 0.0183 0.0377 0.0002
H 2.073497 -2.697132 -6.112965 -0.0227 -0.0419 0.0556 0.0006
H 3.111795 -2.095470 -4.812132 -0.0300 -0.0174 0.0382 0.0004
H 2.355764 -0.955539 -5.948219 -0.0411 -0.0088 0.0182 0.0007
C 3.314925 3.856832 -1.745942 -0.0718 -0.0147 -0.0523 0.0002
C 3.245566 2.754518 -0.750504 0.0661 -0.0721 0.1189 0.0117
C 4.037877 2.478687 0.346606 -0.0317 -0.0139 0.0753 0.0022
C 3.517742 1.318413 0.936386 0.0579 0.2641 -0.0840 0.0350
N 2.468104 0.901146 0.226413 -0.3226 -0.4700 -0.0750 0.1033
N 2.320131 1.777261 -0.793288 0.0607 0.1007 -0.0906 -0.0013
C 3.969934 0.668174 2.195827 -0.0580 -0.0408 -0.0253 -0.0046
H 3.893291 4.682155 -1.339243 -0.0083 0.0156 -0.0151 0.0003
H 2.320887 4.223826 -2.002158 0.0122 0.0207 0.0036 0.0005
H 3.801597 3.523152 -2.663693 0.0032 0.0048 0.0059 0.0011
H 4.875135 3.055136 0.702909 -0.0187 0.0203 -0.0324 0.0010
H 1.533443 1.687279 -1.414964 -0.0482 -0.0116 0.0145 0.0061
H 5.029951 0.853900 2.353584 0.0136 -0.0507 0.0110 0.0008
H 3.790315 -0.404923 2.193051 0.0101 -0.0332 0.0131 0.0068
H 3.427859 1.091099 3.044160 0.0346 0.0203 -0.0033 0.0020
```
Forces are in eV/Å.

Output
**Multiplicity**: 6
**ΔE to the lowest compared entry with this formula, charge and spin**: 0.000 eV
**Total charge**: +2
**F_max**: 1.19 eV Å⁻¹

***

5.
DFT (the ωB97M-V functional and the def2-TZVPD basis) results for a molecular structure, C38H26MgN6O7.

Geometry as XYZ:
```
78
Properties=species:S:1:pos:R:3:forces:R:3:mulliken_charge:R:1
Mg -0.317107 -0.915600 0.441623 -0.1281 0.0797 0.1645 2.4801
C 3.270384 -0.953758 2.684521 0.2512 0.0982 -0.1434 -0.2313
O 2.693132 -1.091501 3.981707 0.1480 0.1138 -0.0574 -0.5343
C 1.578205 -1.870720 4.120038 -0.0436 0.0077 0.1082 -0.1332
C 1.350092 -2.393363 5.374442 -0.0796 -0.0377 0.0926 -0.6202
C 0.191246 -3.126520 5.664237 0.0450 0.0290 -0.1532 -0.6719
C -0.729925 -3.326438 4.655248 0.0077 0.0220 0.0804 -0.7446
C -0.526590 -2.803858 3.372708 -0.1004 0.0061 -0.2555 0.6469
C -1.525106 -3.084678 2.340757 0.2663 -0.0033 0.2076 -1.0293
N -1.511999 -2.602634 1.159068 -0.5361 -0.2658 -0.1010 0.8178
N -2.503195 -3.110656 0.306083 0.2952 0.2258 0.0901 -0.9912
C -2.235466 -2.697428 -0.919620 0.1950 0.1666 -0.1212 0.0505
O -1.270924 -1.959880 -1.281955 -0.4452 -0.4261 0.0992 -0.9718
C -3.190863 -3.178031 -1.986941 0.0594 0.0436 0.0451 0.2760
C -2.934179 -2.836459 -3.310761 -0.0453 -0.0003 -0.1247 -0.3025
C -3.790802 -3.247371 -4.328446 0.0167 -0.0120 0.1122 -0.6577
C -4.917963 -4.004664 -4.028978 0.0629 0.0493 0.0788 -0.3219
C -5.177461 -4.349445 -2.704890 0.0689 0.0372 -0.0046 -0.5748
C -4.318664 -3.940470 -1.691939 -0.0553 -0.0519 -0.0336 -0.2747
C 0.649835 -2.058684 3.055152 -0.3715 -0.1760 -0.3250 0.7561
O 0.867385 -1.579432 1.882204 -0.0533 -0.3403 0.4768 -0.6436
H 4.196374 -0.399514 2.839557 0.0654 -0.0160 0.0784 0.2118
H 2.616616 -0.425461 1.992125 0.2341 -0.0383 0.1275 -0.1277
H 3.505698 -1.936251 2.257253 -0.0256 0.0671 0.0302 0.2710
H 2.092738 -2.197361 6.141356 -0.0192 -0.0032 -0.0198 0.4067
H 0.031114 -3.527020 6.657354 -0.0078 0.0024 0.0090 0.3508
H -1.639109 -3.891359 4.844666 0.0277 0.0136 -0.0012 0.3334
H -2.319826 -3.790165 2.591680 -0.0132 -0.0996 0.0472 0.2029
H -2.050460 -2.239889 -3.510641 -0.0713 -0.0361 0.0144 0.4671
H -3.579929 -2.974086 -5.357180 -0.0019 -0.0021 0.0359 0.3712
H -5.592724 -4.319422 -4.818274 0.0276 -0.0005 0.0209 0.3465
H -6.054645 -4.940367 -2.463358 0.0145 0.0131 0.0023 0.3501
H -4.499468 -4.201384 -0.656593 -0.0066 0.0140 -0.0394 0.4252
O -1.405106 0.093596 2.277730 -0.0440 0.1310 0.1085 -0.3665
C -1.073980 0.924462 3.105911 0.1444 -0.1009 -0.3011 -0.8570
C 0.023214 1.874470 3.028630 -0.0302 -0.1954 -0.1291 1.5063
C 0.099979 2.799033 4.049906 -0.0152 0.1039 0.1852 -0.3642
C 1.079552 3.775095 4.070684 0.1488 0.1117 0.0946 -0.6452
C 2.044107 3.826398 3.029248 -0.0543 0.0252 0.1363 -0.4409
C 2.007070 2.925473 2.016887 -0.0467 -0.0619 0.0107 -1.0070
C 0.995864 1.877493 1.937382 -0.1165 -0.0784 -0.0048 -0.2766
O 0.989575 1.055776 1.009861 0.0636 0.2667 0.1039 0.3089
N 1.116646 4.728479 5.138215 -0.1615 0.0601 -0.3462 0.9950
O 1.996109 5.588987 5.131761 0.1314 -0.0499 -0.0010 -0.6990
O 0.250587 4.691603 6.009651 0.0101 -0.1292 0.0570 -0.6819
H -1.662423 1.005298 4.039894 -0.0695 0.0258 0.0526 0.1055
H -0.623287 2.770549 4.856821 0.0053 -0.0117 -0.0168 0.4655
H 2.803024 4.595798 3.071525 0.0029 -0.0102 -0.0142 0.4688
H 2.741743 2.943675 1.219566 -0.0329 0.0057 0.0303 0.4001
N 2.841769 5.068570 -7.308760 0.0110 0.0113 -0.0256 -0.6159
C 2.467113 4.394830 -6.454943 -0.1531 -0.2498 0.3410 -0.0403
C 1.993449 3.546414 -5.378831 0.1388 0.2165 -0.2599 0.6621
C 0.902609 2.706128 -5.584130 -0.1018 -0.0749 -0.0320 -0.9132
C 0.456131 1.895443 -4.553329 -0.0036 0.0026 -0.0417 0.1071
C 1.094219 1.905057 -3.315622 -0.0737 -0.0814 0.0377 -0.7125
C 2.181979 2.748599 -3.119345 0.0850 0.0867 0.0071 -0.0243
C 2.630704 3.569480 -4.140561 0.0680 0.0346 0.0583 -0.8643
C 0.626996 1.016300 -2.207132 -0.0862 -0.0552 0.0582 1.6167
C 1.472392 -0.062036 -1.928845 -0.0481 -0.1107 0.0242 -0.4694
C 2.642129 -0.423609 -2.679075 -0.1121 -0.0672 0.1707 -0.8656
C 3.143538 -1.558360 -2.089233 -0.0935 -0.0032 0.0837 -1.3889
C 2.266135 -1.851513 -0.998362 0.0266 0.0594 0.0199 -0.7285
N 1.284796 -0.982077 -0.900500 0.4911 0.3438 -0.6779 0.9356
C -0.586628 1.394049 -1.617154 -0.0844 -0.1296 0.0811 -0.1585
C -1.339901 2.564759 -1.959407 0.0045 -0.1260 0.0983 -0.9574
C -2.447694 2.568030 -1.147245 0.0248 -0.0846 0.0153 -1.3628
C -2.335905 1.401380 -0.333997 0.0911 -0.0777 -0.0484 -0.7072
N -1.247038 0.704757 -0.596778 0.0656 0.6954 -0.4339 0.7623
H 0.412403 2.692779 -6.549506 0.0001 -0.0102 0.0267 0.4100
H -0.395234 1.240641 -4.694742 0.0351 0.0235 -0.0099 0.5072
H 2.668551 2.753654 -2.151166 -0.0130 0.0002 -0.0469 0.5985
H 3.473768 4.230625 -3.986865 -0.0048 -0.0129 0.0141 0.4211
H 3.030597 0.088103 -3.547849 -0.0168 -0.0096 0.0537 0.4913
H 4.019528 -2.120324 -2.380778 -0.0477 0.0086 0.0216 0.4040
H 2.342749 -2.664320 -0.284533 -0.0060 0.0753 -0.0560 0.5546
H -1.071951 3.299963 -2.704332 -0.0143 -0.0272 0.0486 0.4786
H -3.239210 3.302744 -1.114319 0.0180 -0.0447 0.0031 0.4062
H -3.027082 1.067615 0.431463 0.0824 0.0346 -0.0380 0.6085
```
Forces are in eV/Å.

Output
**ΔE to the lowest compared entry with this formula, charge and spin**: 0.477 eV
**Total charge**: -2
**F_max**: 0.90 eV Å⁻¹